{"formula": "C4H6N4", "method": "ωB97M-V/def2-TZVPD", "symbols": ["H", "N", "C", "N", "C", "C", "N", "C", "N", "H", "H", "H", "H", "H"], "positions_angstrom": [[2.758733, 0.908184, 0.119197], [1.940882, 1.529387, 0.234063], [0.966944, 0.766260, -0.024188], [-0.384423, 1.172036, -0.495744], [-1.161710, 0.171858, -0.057489], [-2.379951, -0.115573, 0.257777], [-0.310762, -0.966903, -0.377044], [1.024108, -0.662940, -0.175551], [2.011035, -1.545682, 0.021137], [2.660480, -0.898292, 0.301820], [-0.581068, 2.157301, -0.633276], [-2.608528, -1.226493, 0.654128], [-3.253553, 0.521842, 0.606298], [-0.682191, -1.810979, -0.431122]], "forces_ev_per_angstrom": [[0.03, 0.67, 0.80], [-0.24, -0.25, -0.73], [-0.13, 3.10, -1.89], [3.47, 2.04, 1.61], [0.92, -3.09, -2.56], [-4.80, -1.82, 3.45], [2.42, 4.25, 0.90], [-0.75, -5.04, 0.62], [-4.81, 1.62, -1.43], [3.37, 1.25, 0.91], [-0.23, -0.34, 0.68], [0.77, 2.52, -1.43], [1.65, -0.30, -0.97], [-1.66, -4.60, 0.02]], "gap_ev": 9.130, "smiles": "[H]/N=C1/NC(=C)N/C1=N/[H]", "total_energy_ha": -374.951247, "relative_energy_kcal_mol": 69.10, "lumo_energy_ev": 0.140}

{"formula": "C4H10N2O2", "method": "ωB97M-V/def2-TZVPD", "symbols": ["C", "C", "O", "N", "N", "C", "C", "O", "H", "H", "H", "H", "H", "H", "H", "H", "H", "H"], "positions_angstrom": [[1.781598, 0.133531, -1.364263], [0.925964, -0.641227, -0.406521], [1.059066, -1.794944, -0.108196], [0.188708, 0.222249, 0.736944], [0.569749, 1.571775, 1.003672], [-1.256415, 0.089397, -0.019359], [-2.043519, -1.001661, 0.695273], [-0.846842, -0.168640, -1.246006], [1.799804, -0.435997, -2.291221], [1.391439, 1.123788, -1.575867], [2.801754, 0.193484, -0.972649], [0.257903, -0.311711, 1.604097], [0.255662, 2.128371, 0.214224], [1.584524, 1.625476, 1.038346], [-1.720095, 1.080080, 0.153684], [-1.498487, -1.945020, 0.645251], [-2.984503, -1.125760, 0.157710], [-2.266312, -0.743190, 1.734880]], "forces_ev_per_angstrom": [[-0.08, 0.00, 0.02], [-0.10, 0.10, 0.35], [-0.14, 0.37, -0.07], [-0.05, -0.16, -0.34], [-0.04, -0.25, -0.10], [0.24, -0.01, 0.06], [0.08, 0.06, -0.04], [0.12, -0.03, 0.22], [0.00, 0.01, 0.03], [0.00, -0.02, 0.02], [-0.06, -0.02, 0.00], [-0.02, 0.01, -0.09], [-0.01, -0.04, -0.01], [-0.05, -0.02, -0.03], [0.07, -0.03, 0.01], [-0.01, 0.02, 0.00], [0.04, 0.01, 0.02], [0.02, 0.00, -0.05]], "gap_ev": 9.514, "smiles": "CC(=O)[N@@H+](N)[C@H](C)[O-]", "total_energy_ha": -418.318372, "relative_energy_kcal_mol": 89.48, "lumo_energy_ev": 0.717}

{"formula": "C7H32O10", "method": "ωB97M-V/def2-TZVPD", "symbols": ["C", "C", "C", "C", "C", "C", "C", "O", "H", "H", "H", "H", "H", "H", "H", "H", "H", "H", "H", "H", "H", "H", "O", "H", "H", "O", "H", "H", "O", "H", "H", "O", "H", "H", "O", "H", "H", "O", "H", "H", "O", "H", "H", "O", "H", "H", "O", "H", "H"], "positions_angstrom": [[-0.262125, 1.543402, 2.292827], [-0.416523, 1.555701, 0.997496], [-1.838194, 1.833019, 0.568864], [-2.197503, 2.274932, -0.845146], [0.543158, 1.149599, -0.039844], [0.162599, -0.350782, -0.241526], [1.349217, -1.260816, -0.514876], [1.893663, -0.941819, -1.841479], [-1.202617, 1.799119, 2.877510], [0.524403, 1.171220, 2.799937], [-2.417429, 0.872392, 0.694625], [-2.412044, 2.484356, 1.222356], [-2.780418, 3.160221, -0.995347], [-2.591038, 1.408863, -1.511659], [-1.315925, 2.585826, -1.358554], [1.602674, 1.181152, 0.286028], [0.582414, 1.603936, -1.006446], [-0.626620, -0.377939, -1.102026], [-0.270634, -0.765265, 0.698060], [1.011993, -2.340526, -0.562249], [1.989980, -1.013119, 0.290800], [1.915423, 0.046038, -2.047215], [1.783669, -1.778697, 4.002100], [0.889266, -1.427655, 4.130486], [2.396949, -1.010711, 4.060425], [1.966430, 1.002248, -3.756418], [1.339665, 0.345671, -4.091358], [2.760819, 0.956181, -4.224132], [-2.897784, -1.436669, 0.003414], [-3.246307, -2.290672, -0.136763], [-2.545013, -1.171260, -0.902222], [-2.170723, -1.302073, -2.612513], [-1.364313, -0.779314, -2.832679], [-1.870753, -2.087253, -2.136758], [2.668028, -0.294719, 2.321839], [3.196478, -0.962120, 2.058674], [1.738490, -0.485162, 2.242370], [-0.921444, -1.479468, 3.020182], [-1.581691, -2.103444, 2.573736], [-1.268069, -0.614920, 3.323115], [0.058233, 5.175761, -0.783958], [-0.157669, 4.413053, -1.250500], [0.985714, 5.074268, -0.416845], [0.740166, -3.386866, 1.718004], [0.931924, -3.102412, 2.500849], [0.733697, -4.323380, 1.741959], [0.612123, -1.268999, -3.914533], [0.897129, -1.264108, -2.941675], [1.080533, -2.016791, -4.358933]], "forces_ev_per_angstrom": [[-3.37, 1.07, 0.67], [-1.37, 1.94, -1.16], [-2.47, -1.09, -0.59], [0.58, -1.78, -1.79], [1.53, -2.26, 0.65], [-1.19, -0.63, -1.01], [-1.88, 0.20, -2.17], [0.31, 0.85, 1.31], [1.46, -0.33, -0.43], [2.84, -0.74, 1.60], [0.76, 0.60, 0.04], [0.63, 0.26, 0.55], [-1.00, 0.23, 0.55], [0.34, 1.49, 1.19], [1.08, 0.04, -0.57], [-0.53, 0.09, 0.36], [-0.66, 0.88, -0.43], [1.36, -0.22, 1.77], [-0.14, 0.41, -0.75], [0.77, 1.29, 0.26], [1.34, -0.50, 0.29], [0.20, -1.46, 0.45], [-0.01, 0.00, 1.11], [0.16, -0.20, 0.01], [-0.77, -0.85, -0.10], [-1.78, 1.09, 1.64], [0.18, -0.45, -0.36], [1.75, -0.28, -1.22], [1.19, 1.66, -0.74], [-0.81, -1.50, -0.16], [-0.91, -0.06, 1.47], [0.44, 0.57, -0.08], [-0.70, -0.91, -0.13], [0.42, -0.06, -0.60], [-1.38, 5.34, 0.84], [2.16, -3.76, -1.43], [-0.15, -0.74, -0.19], [-0.57, -0.74, -0.24], [1.07, 2.02, 1.00], [-0.54, -1.05, -0.76], [2.13, 2.22, 2.03], [-0.31, -2.16, -1.19], [-1.82, -0.06, -0.82], [-1.95, -1.68, -7.72], [1.96, 2.89, 7.64], [0.06, -1.27, 0.07], [-0.29, -1.01, -0.48], [0.50, -0.32, -1.09], [-0.63, 0.96, 0.73]], "gap_ev": 9.398, "smiles": "C=C(CC)CCCO.O.O.O.O.O.O.O.O.O", "total_energy_ha": -1038.172927, "relative_energy_kcal_mol": 83.84, "lumo_energy_ev": 0.224}

{"formula": "F2H4SSi2", "method": "ωB97M-V/def2-TZVPD", "symbols": ["F", "Si", "F", "Si", "S", "H", "H", "H", "H"], "positions_angstrom": [[1.662841, -1.208122, 1.463329], [0.942931, -0.334720, -0.120442], [1.492383, -1.346776, -1.240918], [-1.354223, -0.112464, -0.063812], [2.025954, 1.496657, -0.423337], [-1.920950, 1.197172, 0.115510], [-2.179692, -0.716215, -1.244330], [-1.761224, -0.891943, 1.083166], [1.091982, 1.916407, 0.430831]], "forces_ev_per_angstrom": [[-2.03, 2.19, -3.61], [3.39, -1.89, 2.34], [-0.51, 0.31, 0.40], [-1.50, -1.29, -0.96], [-0.60, -1.00, 0.23], [0.23, 0.92, 0.09], [1.14, 0.42, 0.71], [-0.08, -0.35, 0.57], [-0.04, 0.69, 0.24]], "gap_ev": 10.398, "smiles": "F[Si](F)([SiH3])S", "total_energy_ha": -1179.385549, "relative_energy_kcal_mol": 43.29, "lumo_energy_ev": -0.205}

{"formula": "C3H8O4", "method": "ωB97M-V/def2-TZVPD", "symbols": ["O", "C", "O", "C", "C", "O", "H", "H", "H", "H", "H", "H", "O", "H", "H"], "positions_angstrom": [[0.069268, -0.684377, 1.401961], [-0.063168, -0.941492, 0.236097], [-0.995456, -1.827732, -0.164217], [0.876109, -0.672048, -0.909468], [0.917161, 0.823191, -1.112506], [1.209543, 1.697719, 0.015035], [-1.806419, -2.013396, 0.306411], [0.606036, -1.252695, -1.782996], [1.847776, -1.090234, -0.621207], [0.002671, 1.308527, -1.442212], [1.783827, 0.939727, -1.781686], [1.294422, 1.071470, 0.747429], [-1.577275, 1.141843, 0.462702], [-2.298249, 1.225730, 1.082865], [-1.345250, 1.956013, 0.037959]], "forces_ev_per_angstrom": [[0.70, 0.72, -0.25], [-0.45, -2.56, 1.26], [-0.28, -0.32, -2.09], [-0.33, 0.19, 1.54], [1.56, 1.74, -0.54], [0.34, -1.72, 0.09], [0.17, 0.48, 1.07], [-0.42, 0.41, -0.25], [0.04, 0.47, 0.20], [-0.07, -0.85, -1.05], [-0.68, 0.53, -0.43], [-0.08, 0.47, 0.53], [-0.18, -1.03, -0.26], [-0.14, 0.56, 0.02], [-0.18, 0.90, 0.17]], "gap_ev": 10.588, "smiles": "O=C(O)CCO.O", "total_energy_ha": -420.045371, "relative_energy_kcal_mol": 28.89, "lumo_energy_ev": 0.594}

{"formula": "C14H27BrLuNO3PS2", "method": "ωB97M-V/def2-TZVPD", "symbols": ["C", "C", "C", "C", "S", "O", "C", "C", "C", "C", "C", "C", "C", "C", "O", "C", "C", "O", "N", "Br", "P", "S", "H", "H", "H", "H", "H", "H", "H", "H", "H", "H", "H", "H", "H", "H", "H", "H", "H", "H", "H", "H", "H", "H", "H", "H", "H", "H", "H", "Lu"], "positions_angstrom": [[-3.458801, 3.023985, -1.676086], [-2.935835, 2.518419, -2.774331], [-1.486473, 2.572615, -3.148714], [-0.550715, 1.536523, -2.398015], [0.448971, 0.712742, -3.658610], [-1.169277, 0.703651, -1.489393], [-1.770571, -0.415946, -2.116620], [-0.957464, -1.730702, -2.034216], [0.226370, -1.758081, -1.034584], [-0.202558, -2.468136, 0.288489], [0.666661, -2.115065, 1.522743], [-0.089739, -1.286915, 2.591916], [0.594830, -1.346998, 3.976829], [1.788045, -0.320449, 4.137032], [2.764596, -0.643718, 3.189985], [3.359840, 0.477762, 2.579235], [2.461515, 1.339873, 1.697421], [4.459066, 0.714316, 2.728938], [-0.530465, -2.121279, -3.401258], [-2.004161, -2.821526, -4.314026], [0.670872, 2.597762, -1.348080], [-0.236025, 3.503651, 0.113470], [-4.507460, 2.875125, -1.455223], [-2.822030, 3.565414, -0.982334], [-3.594357, 1.992790, -3.459132], [-1.416800, 2.477525, -4.238100], [-1.135493, 3.591219, -2.932594], [1.293860, -0.071613, -2.944088], [-2.051050, -0.215449, -3.159099], [-2.720463, -0.588052, -1.602879], [-1.642148, -2.515610, -1.699214], [0.725248, -0.797847, -0.871642], [0.985302, -2.417277, -1.475300], [-1.273831, -2.357610, 0.485021], [-0.046506, -3.532354, 0.092765], [0.995298, -3.035184, 2.016998], [1.587482, -1.631940, 1.188291], [-1.075692, -1.747743, 2.710872], [-0.245070, -0.262435, 2.240115], [-0.221356, -1.049477, 4.728574], [0.892879, -2.410033, 4.226553], [1.411493, 0.703536, 4.070267], [2.282271, -0.416633, 5.155988], [1.902677, 2.053360, 2.307511], [3.050816, 1.847632, 0.938644], [1.739802, 0.687398, 1.185047], [0.162874, -2.870982, -3.357958], [1.664677, 1.673035, -0.946031], [1.325979, 3.491772, -2.224342], [0.682918, -1.711052, 6.569166]], "forces_ev_per_angstrom": [[0.05, 0.35, 0.77], [0.13, -1.05, -0.89], [-0.39, 0.94, 0.04], [0.22, -0.36, -0.58], [0.02, 0.03, -0.10], [0.59, 0.25, -0.73], [-1.20, -0.86, 0.57], [0.51, -0.21, -0.05], [-0.17, -0.65, -0.07], [0.55, -0.05, -0.10], [-0.25, -0.07, 0.09], [0.17, -0.79, -0.25], [0.08, 1.23, 0.46], [-0.49, -1.41, 0.33], [-0.40, 0.16, 0.15], [-3.95, 0.27, -1.17], [-0.78, -1.02, 0.02], [4.96, 0.51, 0.85], [-0.75, -0.08, 0.63], [0.56, 0.30, -0.21], [0.68, 0.59, 0.55], [-0.13, -0.30, -0.14], [0.03, 0.20, 0.12], [-0.32, 0.14, 0.07], [0.08, -0.01, -0.07], [0.32, -0.32, 0.14], [0.14, -0.20, 0.06], [-0.39, 0.21, 0.17], [0.28, 0.09, 0.08], [0.20, 0.26, 0.21], [-0.09, 0.18, 0.01], [-0.36, 0.05, 0.05], [0.09, 0.25, 0.04], [0.14, 0.24, 0.06], [-0.26, 0.04, 0.05], [-0.05, -0.01, -0.21], [-0.09, 0.07, 0.17], [0.04, 0.14, -0.05], [0.06, 0.04, 0.38], [0.24, 0.03, -0.83], [0.01, 0.54, -0.34], [-0.04, -0.09, -0.06], [-0.27, 0.24, -0.39], [0.12, 0.08, -0.16], [0.25, 0.13, 0.35], [-0.03, 0.19, 0.16], [0.17, 0.25, -0.33], [-0.28, 0.12, -0.22], [-0.25, -0.39, -0.10], [0.27, -0.25, 0.50]], "gap_ev": 1.508, "total_energy_ha": -5775.995217, "charge": 3, "lumo_energy_ev": -14.147}